No. 1
The following is a quantum chemistry calculation of H3INO2P as an isolated structure in a non-equilibrium geometry, from the OMol25 dataset.

```
8
Properties=species:S:1:pos:R:3:mulliken_charge:R:1
O 0.95 -1.30 -0.46 -0.5880
H -1.81 0.57 -0.85 0.3599
H 0.76 -2.22 -0.63 0.2751
P -0.51 -0.49 0.55 0.4928
H 0.56 1.23 -0.43 0.3541
I 1.55 1.46 1.92 0.1620
O -1.63 -0.33 -0.59 -0.4446
N 0.13 1.08 0.48 -0.6113
```

## Properties
Calculated total energy, eV: -23023.296
Charge: 0
ΔE to the lowest compared entry with this formula, charge and spin, kJ/mol: 26.5
F_max, eV Å⁻¹: 3.65
LUMO, eV: -0.42

=====

No. 2
The following is a quantum chemistry calculation of one molecule with the formula C10H11N3 in a non-equilibrium geometry, from the OMol25 dataset.

```
24
Properties=species:S:1:pos:R:3:mulliken_charge:R:1
C -0.98 1.86 -0.13 -0.8341
H 3.08 1.58 -0.62 0.3339
H -1.33 2.86 -0.21 0.4758
H 1.03 2.32 -0.14 0.3703
C -2.62 -1.43 -0.07 -0.2888
H 3.57 -1.63 -0.14 0.3330
N -3.88 -1.10 -0.04 -0.5984
C 0.74 0.18 -0.08 0.9679
N -3.27 1.23 0.06 -0.6419
C -0.21 -0.83 -0.06 -0.3685
H 2.18 -1.95 0.98 0.3545
H -2.43 -2.50 -0.20 0.3898
C 0.33 1.52 -0.15 -0.2693
H 4.08 0.37 0.18 0.3373
C -4.14 0.22 0.13 -0.1761
C 3.11 0.84 0.15 -1.0733
H -5.18 0.46 0.20 0.3954
C -1.58 -0.50 -0.03 0.2698
C -1.98 0.84 -0.03 0.0242
H 2.93 1.38 1.09 0.3460
H 0.04 -1.89 0.02 0.3490
N 2.08 -0.16 -0.13 0.0411
H 1.95 -2.10 -0.79 0.3194
C 2.47 -1.55 0.01 -1.0570
```

## Properties
Calculated total energy, eV: -15018.429
Charge: 0
Structure (SMILES): CN(C)c1ccc2ncncc2c1
ΔE to the lowest compared entry with this formula, charge and spin, kJ/mol: 76.3
F_max, eV Å⁻¹: 2.12
LUMO, eV: 0.26

=====

No. 3
The following is a quantum chemistry calculation of C36H43N4O3SiW as an isolated structure, from the OMol25 dataset.

```
88
Properties=species:S:1:pos:R:3:mulliken_charge:R:1
H -4.10 -0.78 -1.97 0.2702
H 1.34 -0.33 -3.14 0.5090
C -2.55 -3.19 -3.05 -0.5960
H -0.90 -1.92 -3.62 0.4515
C 5.31 -2.26 2.71 -0.9954
H -2.32 3.61 -3.08 0.4875
C 0.45 1.67 -3.46 0.6324
Si -3.28 0.55 -0.06 0.4630
C 0.87 3.50 -0.26 -1.6241
C -0.34 0.50 3.02 -0.7932
H 6.64 -3.70 1.83 0.4293
C -1.46 -2.37 -2.81 -0.5173
H -3.36 2.52 1.43 0.3052
C -1.05 3.56 -4.84 -0.6635
H -2.85 -3.40 -4.07 0.4500
H 3.79 0.95 -2.00 0.5834
H 5.95 -2.06 3.55 0.4321
N 1.77 0.91 -1.48 0.3226
C 0.94 -2.27 3.15 -0.6902
W 0.02 0.53 -0.72 2.8052
C -1.17 -0.92 1.29 -0.1457
H -0.86 2.73 1.60 0.0411
H 1.46 4.29 0.20 0.5861
H -4.44 2.73 0.06 0.4972
H -2.36 -2.57 4.14 0.4845
H -4.38 0.94 -2.23 0.5019
H -3.41 -3.93 0.15 0.5359
N 0.05 -0.38 1.90 1.4247
C -1.55 -2.33 3.45 -1.3355
C -1.44 3.19 -3.56 -1.0996
H 4.37 1.88 0.33 0.5678
C -3.45 2.37 0.35 -1.1028
H -5.57 0.11 0.56 0.4465
C -1.09 -2.11 -1.50 -0.4542
C 3.64 -2.79 0.55 0.0145
O -1.02 1.78 -1.64 -0.0564
H -1.63 4.29 -5.39 0.4690
H -4.58 -0.18 1.98 0.3879
C 0.07 2.99 -5.43 -0.7703
H -4.11 -4.38 -2.19 0.3925
C 1.05 -1.33 2.22 -0.4475
C -1.78 -2.67 -0.43 -1.0091
C -3.65 0.21 -1.86 -0.7645
H 3.41 2.94 -0.68 0.2642
H -4.67 -1.39 0.68 0.3639
C 5.69 -3.18 1.74 -0.6106
H 2.40 1.09 1.52 -0.1775
C 1.07 0.59 -2.63 -1.1274
C 0.82 2.03 -4.75 -0.6895
H 0.54 3.70 2.09 0.6940
H 0.35 3.27 -6.43 0.4321
H -0.34 -2.96 1.16 0.7410
H 1.79 -2.91 3.37 0.5417
C -1.21 -2.36 0.90 -0.1969
H 3.78 -0.88 3.35 0.4590
C -2.01 -1.89 2.11 0.1607
C -4.62 -0.32 0.90 -1.4886
H 5.16 -4.16 -0.09 0.4495
H 1.46 1.67 3.30 0.2565
H 1.68 1.57 -5.22 0.5473
C 0.40 1.81 3.07 -1.1696
H -0.17 3.83 -0.33 0.2820
H 0.00 2.37 3.92 0.5843
H -1.40 0.72 2.89 0.4335
O -0.02 -1.29 -1.22 -0.4133
H -3.08 -1.84 1.98 0.5421
C 0.20 2.68 1.85 -0.7434
C -2.87 -3.49 -0.68 0.1121
H -2.71 2.99 -0.15 0.1223
H 2.64 2.84 1.67 0.4941
C 4.86 -3.45 0.67 -0.9018
C -3.26 -3.74 -1.99 -1.0721
N -1.63 0.09 0.38 1.2330
C -0.30 -2.52 3.89 -1.3469
H 1.25 3.30 -1.25 0.3831
N 0.93 2.28 0.60 0.2030
C 3.16 0.85 -1.12 -0.0393
H 3.39 -0.11 -0.65 -0.2943
H 2.97 -2.99 -0.28 0.5171
C 4.09 -1.60 2.60 0.0420
H -0.18 -2.94 4.88 0.3786
C 3.40 1.99 -0.14 -0.8859
H -0.23 -0.03 3.96 0.4934
H -2.79 0.25 -2.52 0.0589
C 3.27 -1.88 1.52 -0.3374
O 2.09 -1.18 1.33 0.4539
C 2.37 2.03 0.98 -0.4060
C -0.67 2.25 -2.90 0.2313
```

## Properties
Calculated total energy, eV: -59831.583
Charge: +1
ΔE to the lowest compared entry with this formula, charge and spin, kJ/mol: 17.0
F_max, eV Å⁻¹: 0.55
LUMO, eV: -3.22

=====

No. 4
The following is a quantum chemistry calculation of C37H31N2O3P2PtS as an isolated structure, from the OMol25 dataset.

```
77
Properties=species:S:1:pos:R:3:mulliken_charge:R:1
H -1.16 -2.34 2.59 0.4448
H -2.66 -0.66 -6.19 0.4370
C -1.60 -1.01 -3.00 0.3595
C 0.01 4.16 1.60 -0.7274
H -1.26 2.55 1.00 0.1361
O 3.88 0.76 -0.92 -0.8298
P 0.10 0.08 1.69 0.9283
H -1.22 2.37 -1.61 0.3399
O -5.34 0.98 -0.99 -0.6369
C 3.22 -1.96 3.39 -0.9304
H 3.38 -2.50 4.31 0.4608
H 1.84 0.18 -3.66 0.5349
C 1.69 -0.80 1.90 0.6761
H -4.07 -3.32 -3.15 0.4565
H -0.48 1.59 4.18 0.4264
H 1.53 4.41 -4.18 0.4145
C -1.98 -1.95 4.53 -0.5862
Pt -1.57 0.02 0.12 3.1842
C 0.08 3.52 -2.86 -0.6981
C -0.37 2.35 -2.27 -0.4775
C -1.29 -1.61 3.38 -0.3921
H 3.08 3.83 2.98 0.4743
H 4.86 -0.72 0.70 0.6301
H -1.74 0.98 6.21 0.4413
C -0.91 0.60 4.27 -0.5160
C -2.47 -2.02 -2.59 -0.2596
C 2.77 -0.59 1.05 0.1503
C 2.24 -1.25 -1.41 -0.0056
C -1.62 0.25 5.42 -0.7455
C -0.75 -0.33 3.25 -0.2294
C -4.32 0.63 -0.46 0.4581
N -3.15 0.02 1.59 -0.5504
H -2.69 -1.28 6.45 0.4193
H -2.39 -2.95 4.64 0.4694
H -3.13 -0.88 2.07 0.3942
S 2.55 0.27 -0.51 1.3031
H 5.29 -2.00 2.81 0.4380
H -2.44 -2.38 -1.57 0.4003
C 1.17 3.49 -3.72 -0.6751
C -3.46 -2.06 -4.77 -0.6809
C -1.67 -0.52 -4.30 -0.5882
H 3.94 -3.97 -2.47 0.4281
O -3.15 0.52 -1.04 -0.9690
H 2.64 2.26 -4.68 0.4690
C 3.32 -2.09 -1.66 -0.7387
N -4.36 0.18 0.88 -0.5410
H 2.51 1.46 2.76 0.4202
H -0.69 4.92 1.28 0.4911
C -3.39 -2.54 -3.47 -0.7812
C 1.80 2.29 -4.01 -0.8560
H -4.19 -2.46 -5.46 0.4013
C 1.82 -3.68 -2.65 -0.8757
C 4.06 -0.99 1.37 -0.9042
H -5.16 0.48 1.42 0.2505
H 1.65 -4.64 -3.13 0.4460
C 1.95 -1.51 3.08 -0.6754
C 1.24 4.52 2.14 -0.7030
H -0.22 -3.09 -2.81 0.5433
C 4.29 -1.68 2.55 -0.9700
C -2.60 -1.05 -5.18 -0.7448
H -3.03 0.74 2.31 0.3707
C 0.27 1.15 -2.55 0.3953
C 2.13 3.55 2.55 -0.7912
C 3.11 -3.31 -2.28 -0.9701
C 0.96 -1.58 -1.84 0.9213
C 1.81 2.20 2.42 -0.0729
C -2.15 -1.02 5.55 -0.6560
C -0.31 2.82 1.45 -0.2306
C 0.76 -2.81 -2.46 -0.9832
H 1.49 5.57 2.25 0.4145
C 1.35 1.11 -3.43 0.0327
H 1.16 -1.69 3.79 0.4061
C 0.59 1.83 1.85 0.5490
H -1.01 0.27 -4.63 0.3671
P -0.40 -0.36 -1.80 0.7493
H 4.31 -1.78 -1.37 0.4891
H -0.42 4.46 -2.65 0.4696
```

## Properties
Calculated total energy, eV: -80650.671
Charge: +1
ΔE to the lowest compared entry with this formula, charge and spin, kJ/mol: 0.0
F_max, eV Å⁻¹: 0.50
LUMO, eV: -2.87

=====

No. 5
The following is a quantum chemistry calculation of C9H13N2O as an isolated structure in a non-equilibrium geometry, from the OMol25 dataset.

```
25
Properties=species:S:1:pos:R:3:mulliken_charge:R:1
C -1.22 -2.24 0.66 -0.7064
H 0.43 -2.80 3.56 0.3566
O 2.12 0.15 -0.77 -0.3870
H 1.16 0.65 -2.98 0.4578
C 0.46 -1.02 2.55 -0.2512
C -0.77 -0.96 0.76 0.6960
C 0.15 1.28 -1.14 1.7435
H -1.61 -2.61 -0.19 0.5139
C 0.06 -2.35 2.64 -0.4451
H 1.14 -0.60 3.30 0.4178
C 0.64 1.52 -2.62 -1.5860
C -1.21 0.68 -1.09 -1.1530
H -0.19 1.96 -3.18 0.3668
N 0.03 -0.32 1.50 -0.1088
H 1.20 2.01 0.60 0.3640
N 0.99 0.08 -1.19 -0.0815
H -1.91 1.39 -0.67 0.4731
H -0.38 2.69 0.51 0.3494
H -1.20 -0.03 -1.95 0.4622
H -0.98 -4.06 1.58 0.3776
C -0.68 -2.99 1.66 -0.2447
H 0.92 3.23 -0.59 0.4051
C 0.45 2.33 -0.08 -1.4769
H 1.61 2.09 -2.71 0.4258
H -1.23 -0.09 -0.17 0.0311
```

## Properties
Calculated total energy, eV: -14557.712
Charge: +1
ΔE to the lowest compared entry with this formula, charge and spin, kJ/mol: 790.1
F_max, eV Å⁻¹: 3.95
LUMO (spin up / spin down), eV: -5.67 / -5.67

=====

No. 6
The following is a quantum chemistry calculation of C39H47N10O2RuS2Te as an isolated structure in a non-equilibrium geometry, from the OMol25 dataset.

```
102
Properties=species:S:1:pos:R:3:mulliken_charge:R:1
N 1.99 3.53 -3.92 -0.2744
H -2.62 -6.20 -2.03 0.4653
H 0.44 3.05 1.39 -0.0228
N 4.26 -0.40 -1.88 -0.0753
H -3.65 -1.56 -2.55 0.6922
C 3.20 0.21 4.66 -0.7157
C -4.90 -0.24 -1.44 -0.6955
C 1.73 -2.73 -2.26 0.1716
H -1.60 4.52 4.04 0.5058
H -4.18 -0.56 2.98 0.6410
H -4.18 4.86 4.82 0.3568
H -5.86 1.29 -0.25 0.4437
H 1.93 -1.14 5.70 0.4556
H 4.89 3.50 -3.29 0.3093
N -2.54 -0.02 -1.71 0.5515
C -2.56 1.28 -1.15 0.3416
Te -0.31 0.31 1.21 1.0500
H -4.59 1.50 3.94 0.3797
C 1.19 0.30 2.74 0.8061
C 1.02 -0.49 3.88 0.9256
C 3.93 0.88 -1.69 0.0685
H 3.62 -1.14 -1.64 0.1789
C -3.72 -0.67 -1.94 -0.4181
C -2.35 -2.75 -0.33 1.5936
C 1.26 2.53 -3.37 0.4588
C -1.97 3.57 3.67 -0.9895
N 2.27 -2.38 -3.44 -0.1265
H -1.06 -0.57 4.28 0.0811
C 1.14 -2.55 -0.16 -0.4848
H 4.97 -0.97 -3.78 0.2702
H -1.72 -4.27 -3.28 0.5223
H 0.89 3.20 3.09 0.4694
H 6.12 -1.18 -2.44 0.3879
C -2.55 -5.24 -1.55 -0.8282
C 0.12 3.44 2.36 -2.0643
N -0.34 1.85 -1.92 0.9478
H 2.05 -1.42 -3.71 -0.1461
C -1.18 2.85 2.78 0.6853
N 1.61 -4.00 -1.86 0.2475
C -1.62 1.60 2.34 0.3950
C -4.93 0.96 -0.69 -0.8520
Ru 0.58 0.14 -1.57 1.2498
H 0.18 -4.50 -0.39 0.2426
H -5.80 -0.79 -1.64 0.4923
C 5.80 0.91 -3.02 -0.5672
H -0.72 4.13 -1.02 0.3099
H -3.81 -0.17 1.31 -0.0611
C -3.63 1.88 3.62 -0.9472
C -3.79 1.69 -0.58 -0.7578
C -2.87 1.11 2.75 1.2087
S 2.67 1.39 -0.70 -0.3056
S 1.68 0.91 -3.85 -0.6369
C 2.34 1.06 2.59 -0.9015
C 1.17 -4.04 -0.49 -0.3893
O -0.31 -2.19 -3.19 -0.5924
H 1.33 -6.02 -2.13 0.3926
O 0.85 -2.08 0.93 -0.6275
H -0.46 -1.86 3.21 -0.0076
N 1.49 -1.85 -1.26 0.1799
H -0.14 -1.92 4.96 0.5576
C -0.23 -1.27 4.10 -0.8424
H -2.21 -1.80 0.17 0.0491
N 4.79 1.68 -2.32 0.2754
C -2.04 -4.16 -2.25 -0.7939
C -2.97 -5.07 -0.24 -0.7448
C 5.33 -0.54 -2.84 -0.6368
H 1.87 -4.58 0.15 0.5056
H -3.81 2.64 -0.06 0.3056
H -2.44 4.10 -1.42 0.3763
H -1.91 3.66 0.21 0.3519
H 5.62 3.48 -1.67 0.2714
H -4.92 3.33 5.35 0.3779
N -1.38 -0.53 -2.17 -1.0264
H 0.05 4.53 2.30 0.5644
H -2.60 -0.96 2.31 -0.3033
H 3.85 3.45 -1.85 0.2771
C -3.18 3.09 4.12 0.7007
N 0.33 2.83 -2.51 -1.4180
C -1.93 -2.91 -1.65 0.0544
H 6.78 1.09 -2.56 0.3258
C -1.20 -1.85 -2.39 0.1675
C -1.66 3.61 -0.85 -1.9253
H 4.25 1.60 3.40 0.4868
C 3.35 1.01 3.54 -1.3484
C 1.77 -5.18 -2.67 -1.2196
H -3.20 -3.69 1.39 0.5261
C 4.79 3.11 -2.28 -0.8777
H 2.14 -3.03 -4.19 0.3948
H 1.27 -5.07 -3.62 0.4702
H 3.98 0.16 5.40 0.4118
H 2.43 3.35 -4.80 0.2798
H -3.42 3.89 6.08 0.3433
C 2.04 -0.53 4.82 -0.9367
C -1.49 2.18 -1.28 1.6096
C -3.40 -0.22 2.31 -0.9417
H 2.47 1.69 1.73 0.6600
H 1.65 4.47 -3.77 0.2429
C -2.88 -3.82 0.37 -0.9997
H 2.83 -5.40 -2.84 0.2898
C -3.98 3.84 5.15 -1.6300
H 5.85 1.22 -4.07 0.3388
H -3.37 -5.91 0.31 0.4396
```

## Properties
Calculated total energy, eV: -91743.171
Charge: +1
ΔE to the lowest compared entry with this formula, charge and spin, kJ/mol: 0.0
F_max, eV Å⁻¹: 2.92
LUMO (spin up / spin down), eV: -3.53 / -3.53

=====

No. 7
The following is a quantum chemistry calculation of one molecule with the formula C5H9N5O2S in a non-equilibrium geometry, from the OMol25 dataset.

```
22
Properties=species:S:1:pos:R:3:mulliken_spin:R:1
H 0.19 2.16 -0.66 -0.0005
H -0.45 0.82 2.29 -0.0089
H 2.20 -1.52 -2.04 0.0032
C 0.45 2.36 1.22 0.0119
N -0.66 0.31 0.35 0.1899
N 0.34 -0.75 -0.48 0.2125
H 0.34 1.24 -2.83 0.0014
S 1.28 -1.80 0.40 1.0390
N 0.08 0.77 -2.03 -0.0101
C 0.81 -0.29 -1.67 -0.0560
O 0.66 3.10 2.14 0.0027
C -1.74 -0.55 0.85 -0.0059
N -0.26 -4.16 0.67 0.4995
O 0.52 2.80 -0.03 0.0012
H 1.04 0.44 1.56 0.0004
H -2.59 -0.01 1.12 -0.0014
C 0.11 0.88 1.41 0.0154
H -1.28 -1.17 1.65 0.0083
N 1.60 -0.90 -2.42 0.1160
H -2.11 -1.16 0.03 0.0015
C 0.32 -3.17 0.54 -0.0192
H -0.84 0.60 -2.05 -0.0010
```

## Properties
Spin multiplicity: 3
Calculated total energy, eV: -27703.991
Charge: 0
F_max, eV Å⁻¹: 4.72
LUMO (spin up / spin down), eV: 0.15 / -4.39

=====

Question: Which value of F_max does entry 3 give?
Answer: 0.55 eV Å⁻¹

=====

What did the fifth record say?
The following is a quantum chemistry calculation of C9H13N2O as an isolated structure in a non-equilibrium geometry, from the OMol25 dataset.

```
25
Properties=species:S:1:pos:R:3:mulliken_charge:R:1
C -1.22 -2.24 0.66 -0.7064
H 0.43 -2.80 3.56 0.3566
O 2.12 0.15 -0.77 -0.3870
H 1.16 0.65 -2.98 0.4578
C 0.46 -1.02 2.55 -0.2512
C -0.77 -0.96 0.76 0.6960
C 0.15 1.28 -1.14 1.7435
H -1.61 -2.61 -0.19 0.5139
C 0.06 -2.35 2.64 -0.4451
H 1.14 -0.60 3.30 0.4178
C 0.64 1.52 -2.62 -1.5860
C -1.21 0.68 -1.09 -1.1530
H -0.19 1.96 -3.18 0.3668
N 0.03 -0.32 1.50 -0.1088
H 1.20 2.01 0.60 0.3640
N 0.99 0.08 -1.19 -0.0815
H -1.91 1.39 -0.67 0.4731
H -0.38 2.69 0.51 0.3494
H -1.20 -0.03 -1.95 0.4622
H -0.98 -4.06 1.58 0.3776
C -0.68 -2.99 1.66 -0.2447
H 0.92 3.23 -0.59 0.4051
C 0.45 2.33 -0.08 -1.4769
H 1.61 2.09 -2.71 0.4258
H -1.23 -0.09 -0.17 0.0311
```

## Properties
Calculated total energy, eV: -14557.712
Charge: +1
ΔE to the lowest compared entry with this formula, charge and spin, kJ/mol: 790.1
F_max, eV Å⁻¹: 3.95
LUMO (spin up / spin down), eV: -5.67 / -5.67